(1)
Entry from the Open Molecules 2025 dataset: a molecular structure, C44H25F9N4O6PTc (ωB97M-V with the def2-TZVPD basis set).

```
90
Properties=species:S:1:pos:R:3
Tc -0.07 0.90 1.91
O 3.81 0.30 1.11
C 2.60 0.36 1.06
O 1.86 1.30 1.52
C 1.84 -0.78 0.37
C 2.45 -1.82 -0.21
C 1.75 -2.88 -0.97
C -0.26 -2.96 -0.20
C -0.34 -1.80 0.73
N 0.38 -0.61 0.28
C -1.44 -1.57 1.65
O -2.20 -2.46 2.00
O -1.57 -0.30 2.01
H 3.53 -1.89 -0.09
H 2.42 -3.34 -1.70
H -1.21 -3.51 -0.24
O -0.67 6.21 6.13
C -0.57 5.10 6.58
O -0.50 4.53 7.64
C -0.48 4.01 5.36
C -0.03 2.73 5.64
C 0.09 1.83 4.58
N -0.25 2.19 3.33
C -0.66 3.45 3.05
C -0.78 4.40 4.07
C -0.93 3.66 1.63
C -1.27 4.90 1.10
C -1.54 5.02 -0.26
C -1.49 3.87 -1.04
C -1.12 2.69 -0.45
N -0.81 2.55 0.84
C 0.63 0.47 4.67
C 1.07 -0.09 5.87
C 1.59 -1.37 5.87
C 1.68 -2.06 4.67
C 1.22 -1.44 3.53
N 0.70 -0.22 3.51
H 0.20 2.46 6.66
H -1.09 5.41 3.87
H -1.31 5.76 1.74
H -1.78 5.98 -0.67
H -1.73 3.91 -2.09
H -1.05 1.78 -1.04
H 1.01 0.48 6.79
H 1.92 -1.82 6.80
H 2.10 -3.05 4.63
H 1.25 -1.96 2.58
F -5.56 -0.55 -4.91
C -5.56 -0.28 -3.60
F -6.39 -1.14 -3.01
F -6.07 0.95 -3.45
C -4.16 -0.33 -3.02
C -4.00 -0.67 -1.68
C -2.74 -0.70 -1.12
C -1.63 -0.39 -1.92
C -1.80 -0.02 -3.26
C -3.07 0.01 -3.81
P 0.08 -0.63 -1.43
C 0.37 -2.43 -1.53
C -0.06 -3.12 -2.78
C -0.04 -4.44 -2.93
C 0.34 -5.42 -1.93
C 0.79 -5.21 -0.68
C 0.99 -3.88 -0.05
C 0.18 -6.84 -2.43
F 0.57 -7.77 -1.55
F 0.87 -7.04 -3.56
F -1.11 -7.11 -2.73
C 1.27 0.44 -2.28
C 1.76 0.08 -3.54
C 2.65 0.92 -4.19
C 3.06 2.10 -3.57
C 2.58 2.45 -2.32
C 1.68 1.62 -1.68
C 4.08 2.97 -4.26
F 4.29 4.12 -3.61
F 5.26 2.34 -4.36
F 3.70 3.29 -5.51
H -4.86 -0.92 -1.07
H -2.64 -0.96 -0.09
H -0.94 0.23 -3.86
H -3.21 0.28 -4.84
H -0.40 -2.49 -3.59
H -0.37 -4.85 -3.87
H 1.02 -6.06 -0.06
H 1.39 -3.98 0.96
H 1.46 -0.85 -4.00
H 3.03 0.66 -5.17
H 2.90 3.37 -1.85
H 1.33 1.90 -0.69
```

The HOMO-LUMO gap (spin up / spin down) is 0.16248 / 0.17669 Eh. The calculation puts the HOMO energy (spin up / spin down) at -10.47 / -10.47 eV. The value obtained for the largest force on an atom is 0.071 Eh/bohr. The molecular weight is 1005.66 Da. As for the net charge: +1. For the energy above the lowest of the compared OMol25 structures with the same formula, charge and spin, the calculation gives 4.840 eV. As for the spin multiplicity: 2. As for the LUMO energy (spin up / spin down): -6.05 / -5.66 eV. For the total energy, the calculation gives -100217.569 eV.

***

(2)
Entry from the Open Molecules 2025 dataset: a molecular structure, C44H28AuBF4N4 (ωB97M-V with the def2-TZVPD basis set).

```
82
Properties=species:S:1:pos:R:3
Au -0.30 0.10 -0.04
C 6.96 2.42 0.75
C 6.79 1.91 -0.53
C 5.53 1.48 -0.94
C 4.46 1.51 -0.04
C 4.64 2.03 1.27
C 5.91 2.45 1.68
C 3.03 1.09 -0.37
C 2.04 2.10 -0.24
C 2.19 3.47 0.08
C 1.00 4.10 -0.21
C 0.01 3.10 -0.43
N 0.66 1.86 -0.52
C -1.40 3.29 -0.55
C -2.31 2.33 -0.01
C -3.72 2.38 0.15
C -4.13 1.27 0.89
C -3.04 0.41 1.04
C -2.97 -0.95 1.57
C -3.43 -1.22 2.91
C -3.18 -2.51 3.45
C -3.52 -2.79 4.77
C -4.10 -1.79 5.52
C -4.49 -0.58 4.96
C -4.13 -0.27 3.68
C -2.34 -1.95 0.75
N -1.25 -1.64 -0.08
C -0.77 -2.84 -0.61
C 0.44 -2.97 -1.34
C 0.63 -4.14 -2.24
C 0.07 -4.14 -3.54
C 0.32 -5.20 -4.39
C 1.11 -6.26 -3.93
C 1.60 -6.30 -2.63
C 1.38 -5.24 -1.77
C 1.52 -2.07 -1.22
C 2.88 -2.37 -1.44
C 3.64 -1.30 -1.01
C 2.74 -0.25 -0.68
N 1.40 -0.76 -0.75
C -1.66 -3.89 -0.26
C -2.58 -3.37 0.65
N -1.91 1.10 0.56
C -1.86 4.40 -1.42
C -3.00 5.16 -1.08
C -3.55 6.01 -2.01
C -2.88 6.22 -3.23
C -1.65 5.60 -3.48
C -1.11 4.71 -2.58
H 7.93 2.74 1.08
H 7.63 1.91 -1.20
H 5.34 1.11 -1.94
H 3.84 1.97 1.96
H 6.05 2.84 2.67
H 3.10 3.91 0.45
H 0.79 5.14 -0.32
H -4.44 3.06 -0.33
H -5.15 1.12 1.26
H -2.54 -3.18 2.89
H -3.32 -3.76 5.18
H -4.25 -1.98 6.58
H -5.11 0.11 5.51
H -4.32 0.73 3.29
H -0.51 -3.28 -3.88
H -0.04 -5.19 -5.41
H 1.27 -7.12 -4.57
H 2.15 -7.17 -2.30
H 1.75 -5.22 -0.77
H 3.24 -3.34 -1.82
H 4.72 -1.27 -0.86
H -1.59 -4.91 -0.60
H -3.41 -3.89 1.10
H -3.49 4.93 -0.15
H -4.47 6.53 -1.79
H -3.36 6.78 -4.01
H -1.08 5.85 -4.36
H -0.20 4.21 -2.83
F 0.73 -0.32 2.31
B 0.75 -1.69 2.84
F -0.48 -2.02 3.41
F 1.78 -1.78 3.74
F 1.03 -2.54 1.75
```

The HOMO-LUMO gap (spin up / spin down) is 0.15544 / 0.18850 Eh. The calculation puts the HOMO energy (spin up / spin down) at -6.06 / -7.91 eV. The value obtained for the largest force on an atom is 0.062 Eh/bohr. The molecular weight is 896.51 Da. As for the spin multiplicity: 3. As for the LUMO energy (spin up / spin down): -1.83 / -2.78 eV. For the total energy, the calculation gives -67284.425 eV.

***

(3)
Entry from the Open Molecules 2025 dataset: a molecular structure, C44H28F5N4ORuTe (ωB97M-V with the def2-TZVPD basis set).

```
84
Properties=species:S:1:pos:R:3
Ru 0.03 0.10 -0.25
C 5.49 5.50 0.51
C 5.03 4.77 1.59
C 4.04 3.81 1.41
C 3.52 3.57 0.15
C 3.99 4.31 -0.94
C 4.97 5.27 -0.76
C 2.47 2.53 -0.05
C 2.88 1.20 -0.15
C 4.27 0.77 -0.10
C 4.29 -0.56 -0.20
C 2.91 -1.01 -0.30
C 2.52 -2.30 -0.37
C 3.56 -3.37 -0.35
C 3.88 -4.02 0.84
C 4.85 -5.01 0.86
C 5.49 -5.38 -0.32
C 5.17 -4.75 -1.51
C 4.20 -3.75 -1.53
C 1.13 -2.74 -0.43
N 0.06 -1.91 -0.49
C -1.06 -2.74 -0.52
C -2.38 -2.31 -0.62
C -3.45 -3.36 -0.61
C -4.06 -3.77 -1.79
C -5.05 -4.75 -1.76
C -5.42 -5.32 -0.55
C -4.81 -4.92 0.62
C -3.82 -3.94 0.60
C -2.78 -0.98 -0.71
C -4.17 -0.55 -0.85
C -4.18 0.79 -0.83
C -2.80 1.24 -0.66
N -1.97 0.11 -0.62
C -2.43 2.52 -0.50
C -1.05 2.95 -0.31
C -0.66 4.29 -0.10
C 0.70 4.30 0.02
C 1.14 2.95 -0.11
N 0.03 2.13 -0.31
C -3.47 3.59 -0.49
C -3.62 4.45 -1.57
C -4.60 5.44 -1.55
C -5.42 5.58 -0.44
C -5.27 4.74 0.64
C -4.29 3.75 0.62
C -0.64 -4.09 -0.48
C 0.73 -4.09 -0.43
N 2.07 0.11 -0.28
H 6.26 6.25 0.65
H 5.42 4.96 2.58
H 3.67 3.24 2.26
H 3.58 4.12 -1.92
H 5.33 5.84 -1.60
H 5.11 1.45 0.00
H 5.15 -1.21 -0.19
H 3.37 -3.73 1.75
H 5.10 -5.50 1.79
H 6.25 -6.15 -0.30
H 5.67 -5.03 -2.43
H 3.95 -3.25 -2.45
H -3.76 -3.33 -2.73
H -5.52 -5.07 -2.68
H -6.19 -6.08 -0.53
H -5.10 -5.36 1.57
H -3.34 -3.61 1.51
H -5.00 -1.23 -0.95
H -5.03 1.44 -0.91
H -1.33 5.13 -0.04
H 1.35 5.14 0.20
H -2.98 4.33 -2.44
H -4.71 6.09 -2.41
H -6.18 6.35 -0.43
H -5.90 4.85 1.51
H -4.17 3.08 1.47
H -1.30 -4.95 -0.49
H 1.40 -4.93 -0.39
F -1.39 0.15 4.30
Te -0.44 -1.08 3.30
F -0.49 -2.14 4.82
F -2.04 -1.93 2.84
F 0.47 -2.49 2.51
F 1.17 -0.44 3.96
O -0.42 -0.03 1.85
```

The HOMO-LUMO gap (spin up / spin down) is 0.17622 / 0.17967 Eh. The calculation puts the HOMO energy (spin up / spin down) at -5.82 / -7.88 eV. The value obtained for the largest force on an atom is 0.013 Eh/bohr. The molecular weight is 952.39 Da. For the energy above the lowest of the compared OMol25 structures with the same formula, charge and spin, the calculation gives 0.000 eV. As for the spin multiplicity: 6. As for the LUMO energy (spin up / spin down): -1.03 / -3.00 eV. For the total energy, the calculation gives -77553.771 eV.